A molecular structure, C12H36N6O2P2Rb in a non-equilibrium geometry. Source: OMol25; level of theory: wB97M-V/def2-TZVPD.

relative energy (zero: lowest compared OMol25 entry of this formula, charge and spin) = 2.817 eV
HOMO = -9.946 eV
total charge = +1

```
59
Properties=species:S:1:pos:R:3:forces:R:3:nbo_charge:R:1
Rb -2.93182 -1.06003 5.59362 0.062 -0.009 -0.136 0.9995
O -0.59587 -4.43287 1.36278 0.563 -0.317 -1.638 -1.1220
P 0.06804 -4.79993 0.06016 -0.078 -1.484 0.807 2.3875
N -0.66864 -4.13160 -1.28099 1.096 0.030 -0.219 -0.8275
C -0.29812 -4.40562 -2.65600 -0.373 0.116 -0.545 -0.4066
C -1.67546 -3.07937 -1.12339 0.207 -0.813 0.582 -0.4040
N 0.03014 -6.55337 -0.19767 1.174 2.245 0.443 -0.7903
C -1.11424 -7.33348 0.22582 -0.089 0.418 -0.664 -0.3898
C 1.08927 -7.21107 -0.98320 -0.339 1.083 0.410 -0.3994
N 1.68146 -4.26438 0.02307 0.057 -0.364 -1.143 -0.8093
C 2.49548 -4.24681 1.20354 -0.621 -0.464 1.631 -0.4092
C 2.39042 -3.86303 -1.18289 -0.884 -0.106 -1.008 -0.3962
H -1.07034 -5.00318 -3.14047 0.068 -0.268 -0.160 0.1926
H 0.68241 -4.84131 -2.84792 -0.232 -0.257 0.456 0.2058
H -0.26875 -3.45557 -3.18953 0.019 0.121 -0.101 0.1943
H -2.55168 -3.64990 -0.81544 -0.436 0.945 0.585 0.2037
H -1.95128 -2.55287 -2.03708 0.505 -0.259 -0.226 0.2050
H -1.24726 -2.36583 -0.41940 -0.828 0.134 0.277 0.2100
H -1.26715 -8.10750 -0.52624 -0.167 -0.172 0.078 0.1892
H -1.01559 -7.80157 1.20524 0.041 0.100 0.117 0.1882
H -1.98829 -6.68330 0.18823 -0.187 -0.166 0.320 0.2033
H 0.88099 -8.27577 -1.08872 -0.025 0.171 -0.125 0.2121
H 1.12855 -6.69126 -1.94046 0.194 -0.606 -0.411 0.1787
H 2.06865 -7.07685 -0.52396 0.081 -0.186 0.153 0.1941
H 1.79751 -3.87852 1.95541 0.634 0.154 0.636 0.2184
H 2.88009 -5.20218 1.56053 -0.285 -0.571 -0.203 0.1825
H 3.41688 -3.66678 1.15162 -0.481 0.604 -0.426 0.2026
H 3.38788 -3.47008 -0.98601 -0.232 -0.075 0.242 0.2129
H 1.80758 -3.11705 -1.72317 0.132 0.394 0.109 0.1946
H 2.47381 -4.66378 -1.91769 0.444 -0.334 0.102 0.1792
O -1.31042 3.27508 1.58908 1.203 0.289 -0.094 -1.1103
P -0.57808 4.36302 0.88143 -0.394 3.191 0.605 2.3903
N -1.39902 4.91570 -0.48563 1.827 0.803 -0.105 -0.8118
C -2.63607 5.70538 -0.38995 1.012 -0.268 -0.353 -0.4036
C -1.30631 4.11131 -1.70307 -0.902 -1.306 1.483 -0.4197
N 1.05406 4.18630 0.51831 -0.049 -3.335 0.159 -0.8008
C 1.75215 4.91383 -0.50833 -0.117 1.233 -0.237 -0.4103
C 1.70487 2.84365 0.90320 0.064 1.442 -0.444 -0.4075
N -0.47882 5.82315 1.83182 -0.335 -0.816 -0.466 -0.8047
C -1.31688 5.94115 3.00101 0.144 -0.295 0.104 -0.3941
C 0.02906 7.11587 1.36801 0.210 -0.360 -0.951 -0.4147
H -2.75691 6.17119 -1.36796 -0.362 -0.133 -0.089 0.2022
H -2.53137 6.54831 0.29313 -0.052 -0.365 0.338 0.2137
H -3.46911 5.04239 -0.15631 -0.316 0.284 0.086 0.1899
H -2.11966 3.41010 -1.51636 -0.539 -0.324 -1.203 0.1865
H -0.46007 3.42544 -1.66372 0.479 0.502 -0.187 0.2083
H -1.39583 4.63295 -2.65595 0.076 0.185 0.265 0.2076
H 2.68702 5.35179 -0.15860 0.147 -0.188 0.339 0.1976
H 1.99267 4.38936 -1.43309 -0.204 -0.578 0.047 0.1867
H 1.14729 5.77242 -0.80000 -0.081 -0.040 -0.068 0.2198
H 0.99036 2.12709 1.30834 -0.063 0.252 -0.206 0.2265
H 2.25315 2.44423 0.05000 -0.527 -0.179 -0.415 0.1907
H 2.52025 2.97926 1.61374 -0.260 0.405 0.438 0.1940
H -1.29272 4.99601 3.54343 -0.339 0.074 0.045 0.2097
H -0.89771 6.71241 3.64720 -0.117 -0.028 0.110 0.1925
H -2.33328 6.21460 2.71773 -0.352 0.015 0.349 0.1683
H -0.40767 7.94586 1.92341 0.097 -0.219 0.236 0.2074
H -0.19250 7.33847 0.32424 -0.449 -0.233 -0.270 0.1911
H 1.11662 7.18840 1.37507 0.179 -0.072 0.540 0.1949
```
Positions in Å, forces in eV/Å.

7 unconnected molecules or ions with the total composition C12H36NO9 in a non-equilibrium geometry. Source: OMol25; level of theory: wB97M-V/def2-TZVPD.

relative energy (zero: lowest compared OMol25 entry of this formula, charge and spin) = 6.260 eV
HOMO = -6.502 eV
total charge = -1

```
58
Properties=species:S:1:pos:R:3:forces:R:3:nbo_charge:R:1
N 9.50098 13.09340 48.85470 3.839 3.579 -0.270 0.7288
O 9.40825 11.91024 48.88394 -1.369 -2.459 0.478 -0.4688
O 10.02545 13.71759 49.91187 -2.033 -0.854 -2.132 -0.6054
O 9.45629 13.70231 47.72839 -0.746 -0.325 2.023 -0.5518
C 7.34859 10.79555 53.10942 -5.852 -0.754 -5.843 -0.5903
C 7.82362 11.25855 51.73116 -0.544 0.232 0.667 -0.0541
O 7.93081 12.65306 51.81612 -1.038 0.549 0.462 -0.7489
H 7.93665 11.08032 53.80035 4.072 2.582 5.010 0.1910
H 7.27746 9.74521 53.18063 -0.283 -1.427 -0.135 0.1902
H 6.27921 11.23217 53.16756 1.704 -0.638 0.545 0.1920
H 7.13679 10.98495 50.92634 -0.257 -0.142 0.100 0.1462
H 8.76557 10.87254 51.45756 1.276 -0.829 -0.173 0.1666
H 8.73173 12.94026 51.40814 0.994 0.480 -0.724 0.4961
C 14.36080 11.68799 49.55865 -2.930 9.024 6.295 -0.5926
C 13.02214 11.32273 49.28594 -5.003 -2.720 1.534 -0.0845
O 12.05175 11.61317 50.33157 3.364 -0.428 2.662 -0.7748
H 14.66428 11.52966 50.57492 -0.422 -0.216 1.139 0.2093
H 14.77041 12.83691 49.43384 -1.787 -2.489 -0.133 0.1904
H 14.99232 11.19915 49.15352 7.817 -6.493 -6.125 0.1880
H 12.71956 10.21892 49.16291 1.686 1.237 -0.645 0.1822
H 12.63200 11.88452 48.53931 -0.759 1.230 -3.258 0.1854
H 11.20845 11.89013 50.08313 -1.831 0.837 -1.330 0.4866
C 9.32027 11.08547 43.66515 1.222 -0.418 -2.992 -0.6109
C 8.99658 11.56153 44.99262 0.090 0.850 1.612 -0.0969
O 8.82530 12.91839 45.07751 -0.259 3.547 1.466 -0.7625
H 8.45646 11.36077 43.00278 1.107 0.432 0.124 0.2006
H 9.17750 10.02093 43.67119 0.362 -0.868 0.152 0.2006
H 10.33273 11.28372 43.21090 -1.051 0.173 0.374 0.1937
H 9.71163 11.46779 45.84182 -0.624 -2.097 -0.560 0.1948
H 7.98730 11.20499 44.92626 -0.891 -1.358 2.151 0.1498
H 8.84440 13.16150 46.07445 0.054 -0.367 -2.374 0.5028
C 10.09372 18.24050 46.10677 -0.056 3.743 -2.092 -0.6082
C 10.21185 17.04004 46.99137 4.181 -2.261 -12.966 -0.0505
O 9.29548 16.08121 46.46408 0.810 0.477 -0.560 -0.7345
H 9.08520 18.75672 46.15515 0.886 -0.693 0.358 0.1931
H 10.17163 18.15307 44.86834 0.471 -0.377 3.469 0.2113
H 10.86062 19.05487 46.52276 -1.420 -1.547 -1.257 0.1864
H 9.91282 17.20728 47.80422 -3.693 2.964 12.249 0.1377
H 11.32005 16.84622 46.96482 -1.011 -0.986 0.247 0.1556
H 9.25536 15.40026 47.12233 -0.157 -1.039 0.452 0.4898
C 14.40212 15.79469 49.93979 -0.220 -1.445 -4.243 -0.6064
C 13.06119 15.14494 50.18822 0.022 3.877 -0.038 -0.0494
O 12.36719 15.06070 49.01580 -2.213 -0.799 -1.369 -0.7543
H 14.83800 15.29294 48.91629 -0.578 0.902 2.683 0.1922
H 14.99106 15.66001 50.78407 1.562 -0.254 1.306 0.1951
H 14.34089 16.83351 49.66797 -0.254 0.550 0.117 0.1980
H 12.55872 15.78007 50.91952 -0.471 0.497 0.142 0.1298
H 13.17845 14.30546 50.72540 0.479 -3.809 1.325 0.1597
H 11.42107 14.72446 49.15327 1.666 0.438 0.131 0.5109
C 8.40558 7.46500 47.07389 3.271 0.772 0.146 -0.6316
C 8.32967 8.54281 48.19455 0.651 -0.151 2.524 -0.0734
O 9.67673 9.11490 48.42160 -1.926 1.301 0.384 -0.7607
H 8.57727 7.85015 46.06621 -0.365 0.334 0.100 0.2092
H 7.61149 6.79866 47.08106 -1.887 -0.960 0.026 0.2014
H 9.33672 6.76117 47.19741 -1.475 1.530 0.387 0.2108
H 8.10774 7.92400 49.18435 0.013 1.266 -1.803 0.1452
H 7.57782 9.45582 48.18916 1.177 -2.187 -0.728 0.1898
H 9.50183 10.01834 48.85800 0.629 -2.010 -1.092 0.4991
```
Positions in Å, forces in eV/Å.

6 unconnected molecules or ions with the total composition C12H36O12 in a non-equilibrium geometry. Source: OMol25; level of theory: wB97M-V/def2-TZVPD.

relative energy (zero: lowest compared OMol25 entry of this formula, charge and spin) = 0.238 eV
SMILES = OCCO.OCCO.OCCO.OCCO.OCCO.OCCO
HOMO = -9.612 eV

```
60
Properties=species:S:1:pos:R:3:forces:R:3:nbo_charge:R:1
C -6.32965 -13.06968 13.06655 0.228 -0.187 -0.453 -0.0796
C -4.82683 -13.18128 13.30635 -0.833 0.197 -0.558 -0.0863
O -4.15829 -11.97624 12.96029 0.079 0.214 0.277 -0.7723
O -6.95897 -12.23957 14.01422 -0.064 -0.061 0.201 -0.7606
H -6.76573 -14.07921 13.06632 0.050 0.064 0.150 0.1587
H -6.46715 -12.66764 12.05326 -0.036 -0.028 -0.003 0.1595
H -4.46843 -13.99988 12.67494 0.139 -0.107 0.214 0.1742
H -4.65848 -13.38078 14.36448 0.242 -0.011 -0.033 0.1927
H -4.06827 -11.90258 11.99302 -0.085 -0.471 0.266 0.5049
H -7.90287 -12.47735 14.04625 0.116 0.057 0.212 0.5117
C -7.12208 -17.18584 11.80460 0.587 -0.040 -0.331 -0.0915
C -8.27766 -18.13765 11.97328 -0.874 -0.092 0.619 -0.0971
O -9.42101 -17.37154 12.40971 0.153 0.094 -0.327 -0.7484
O -7.26385 -16.38624 10.63479 -0.250 -0.032 0.082 -0.7159
H -6.20083 -17.76489 11.68999 -0.090 0.045 -0.168 0.1884
H -6.94147 -16.51225 12.65221 -0.422 -0.363 0.264 0.1711
H -8.12571 -18.93483 12.70864 0.515 0.214 0.109 0.1741
H -8.51482 -18.65678 11.04094 0.234 0.281 -0.219 0.1784
H -10.21877 -17.84107 12.15185 -0.017 0.004 0.046 0.4743
H -8.10489 -15.91632 10.72326 0.156 -0.073 -0.059 0.4684
C -4.05930 -11.02307 9.71346 0.304 0.386 0.703 -0.1038
C -5.52770 -10.71960 9.50741 0.286 -0.110 0.425 -0.0928
O -5.99515 -11.19083 8.26233 -0.160 0.060 -0.063 -0.7121
O -3.88333 -12.38291 10.16574 -0.259 0.133 -0.401 -0.7546
H -3.64895 -10.36841 10.49849 -0.173 0.084 -0.143 0.1670
H -3.50744 -10.79838 8.79938 -0.028 -0.284 -0.099 0.1888
H -5.65387 -9.63696 9.57147 -0.057 -0.030 -0.437 0.1950
H -6.11533 -11.10957 10.34807 0.069 -0.152 -0.056 0.1755
H -5.95543 -12.15368 8.26313 0.003 0.059 0.072 0.4712
H -2.98793 -12.67732 9.97299 -0.003 0.050 -0.035 0.4852
C -0.15897 -12.41516 15.59093 0.392 0.172 -0.423 -0.0794
C -1.33622 -12.60425 14.65392 -0.238 -0.642 0.426 -0.0839
O -2.21446 -11.52711 14.86562 -0.319 0.438 -0.150 -0.7667
O -0.51585 -12.37696 16.95800 -0.087 0.324 -0.202 -0.7130
H 0.33797 -11.48919 15.27143 -0.012 0.103 0.233 0.1564
H 0.59194 -13.19788 15.47575 -0.214 -0.207 -0.055 0.1760
H -1.85189 -13.54740 14.89309 0.150 -0.008 -0.045 0.1540
H -0.96591 -12.67635 13.62252 -0.033 0.153 -0.018 0.1523
H -3.00947 -11.61081 14.29645 0.610 -0.017 0.073 0.5070
H -1.00248 -11.54996 17.06698 -0.116 -0.214 0.139 0.4749
C -9.92379 -14.44948 13.85637 0.067 -1.136 -0.759 -0.0908
C -11.34725 -14.43719 13.33830 -0.044 0.348 0.367 -0.0885
O -12.25799 -14.53108 14.42544 0.139 -0.056 0.152 -0.7277
O -9.54259 -13.27219 14.53830 -0.004 -0.054 0.009 -0.7359
H -9.29796 -14.62149 12.97360 0.155 0.579 -0.016 0.1747
H -9.69611 -15.35052 14.43374 -0.385 0.111 0.321 0.1873
H -11.50448 -15.26330 12.64080 0.202 -0.062 -0.058 0.1658
H -11.48442 -13.48860 12.80824 -0.062 -0.021 -0.091 0.1694
H -13.15661 -14.50114 14.08814 -0.012 0.052 -0.003 0.4718
H -9.67021 -13.43775 15.47751 -0.040 0.229 -0.009 0.4903
C -5.40467 -8.91545 13.87180 -0.270 -0.202 0.817 -0.0911
C -5.37719 -7.47882 13.40203 0.183 -0.295 -0.458 -0.0684
O -4.12285 -6.85612 13.62290 0.089 0.218 0.198 -0.7216
O -6.66921 -9.46554 13.54016 0.255 -0.089 0.143 -0.7489
H -5.25888 -8.91610 14.96244 -0.054 0.039 -0.014 0.1568
H -4.59019 -9.54320 13.48858 0.051 0.274 -0.403 0.1579
H -6.12920 -6.91210 13.94998 0.013 0.035 -0.031 0.1784
H -5.63284 -7.44774 12.33505 -0.043 0.027 0.048 0.1521
H -3.41482 -7.50551 13.58542 -0.097 -0.103 -0.072 0.4648
H -6.71826 -10.34851 13.95068 -0.083 0.105 -0.374 0.5018
```
Positions in Å, forces in eV/Å.